Record 1
Density functional theory data (ωB97M-V with the def2-TZVPD basis set) for a structure of composition C55H75BN13O3SSiTi in a non-equilibrium geometry.

The geometry in ORCA input format:
```
! wB97M-V def2-TZVPD RIJCOSX def2/J DEFGRID3
* xyz -1 3
H 1.57 3.36 0.04
H -4.78 1.02 3.54
H 2.20 -5.04 0.14
C -5.66 0.43 3.27
C 7.10 -0.98 1.50
C -1.42 4.79 -0.60
S -2.30 -0.54 0.14
H -5.08 0.45 -0.68
H 2.62 3.01 3.68
Ti 0.20 -0.68 -0.65
H 1.29 -2.85 5.98
H -0.72 -5.26 -3.27
H -5.36 -2.75 3.27
H -2.52 2.94 -5.38
C 0.59 -4.52 3.60
H -5.83 -0.29 4.07
C -0.25 -2.30 4.55
C -1.16 3.87 3.32
H -2.00 6.76 0.00
C 0.40 0.19 -6.41
C 2.12 0.61 1.29
C -5.32 0.89 0.30
C 5.62 -0.68 1.24
N 3.63 -2.06 0.87
C -2.43 -3.90 2.12
O -0.97 2.61 -4.03
H -7.88 -0.63 1.21
H 1.48 -5.54 -1.72
O 3.44 2.51 -3.39
C -1.21 6.02 0.00
H -3.83 -4.69 3.55
C 4.91 -1.86 0.64
H -1.71 4.40 4.10
H 2.16 1.33 3.95
H -6.53 1.11 3.24
C 2.28 0.81 -2.24
H -0.98 -2.93 5.07
H 0.43 -1.67 -3.59
H 7.63 -1.06 0.55
H 2.55 0.44 0.30
H 0.47 -1.33 6.36
H 0.16 7.28 1.07
C 0.29 -0.81 -4.22
H 6.45 -2.99 -0.55
H 4.15 3.93 -4.61
H -1.31 -0.46 4.89
N 0.92 -3.65 -0.98
N 1.25 -3.79 1.63
C -4.43 -2.79 2.71
H -7.29 -2.09 2.02
C 4.11 0.17 -3.67
H -2.95 -4.75 -1.35
C 0.79 -4.71 -1.78
C -3.59 -3.88 2.88
C 4.36 -3.69 -0.44
C -0.40 1.44 -4.51
H -4.22 4.99 -2.23
N 1.43 1.86 -1.81
C 0.05 3.17 3.90
H -4.55 1.63 0.52
C -2.86 -1.84 1.17
H -1.69 2.47 -1.45
Si -5.44 -0.44 1.62
C -0.41 3.80 -0.61
H 0.65 0.13 -7.46
H 1.70 2.79 -2.10
H -1.82 -1.32 3.42
H 4.92 0.41 -4.34
C -2.90 -1.80 -3.16
C -0.96 -1.06 4.05
N -0.73 2.59 -1.18
C -3.33 -3.80 -1.73
C 2.90 1.72 1.97
C 0.80 4.11 0.02
H 4.29 -4.60 -1.02
H 0.97 -1.83 -5.96
H 1.66 -1.41 5.04
H 2.62 -2.52 -2.29
H -0.27 2.46 4.68
H 3.90 1.37 2.23
H 7.55 -0.17 2.07
H 3.01 2.58 1.31
H -4.27 -3.99 -2.26
H -2.92 6.21 -2.18
C -0.18 0.37 -3.63
H 1.54 -5.84 2.07
H -3.96 5.93 -0.75
H 5.95 1.43 0.82
H -1.71 1.23 1.32
C 1.16 -4.89 2.41
C 5.44 -2.88 -0.19
H 4.43 -1.94 -3.79
H 4.41 0.79 0.20
C 0.58 -0.90 -5.57
H -2.82 3.26 2.09
H -2.76 -1.01 -2.43
H 0.35 -5.15 4.44
H -2.47 -1.49 -4.10
C -0.90 -3.35 -2.15
C 1.01 5.35 0.60
H -3.98 -1.93 -3.31
H 3.98 2.33 -5.38
C 2.81 -1.47 -2.47
C 4.27 2.86 -4.47
H -6.29 1.40 0.23
N -2.06 -2.91 1.32
C 0.32 -3.15 3.45
C -2.33 -3.14 -2.69
C -3.46 5.45 -1.60
C 3.83 -1.15 -3.34
C 3.31 1.16 -3.12
C -7.05 -1.34 1.25
H -0.31 2.23 -6.49
C 2.01 -0.50 -1.83
C -0.33 -4.57 -2.55
H 7.23 -1.91 2.04
H -3.55 -3.15 -0.88
H -2.85 1.74 -4.10
H 5.32 2.65 -4.26
N 0.80 2.50 2.85
H -2.77 3.47 -3.69
H -0.83 4.59 2.57
H -1.75 -4.74 2.17
H -7.00 -1.86 0.29
C 2.16 2.14 3.21
N -0.09 -2.75 -1.24
N 0.73 -2.71 2.26
H -2.50 2.20 3.46
H 5.91 0.38 -0.62
N 0.68 0.89 1.11
C 0.01 6.31 0.60
H 0.73 3.89 4.37
H 2.24 -0.33 1.84
C -2.02 2.81 2.68
H -0.28 -0.47 3.44
C -4.12 -1.76 1.84
H -2.32 -3.77 -3.58
C -0.11 1.36 -5.87
N 3.29 -3.17 0.19
C 0.86 -1.95 5.55
C 0.12 1.75 1.91
O -2.60 4.42 -1.18
N -1.21 1.98 1.81
C 0.09 1.59 -1.66
N -0.46 0.49 -2.25
H 5.13 -0.48 2.20
C -2.35 2.69 -4.32
B 1.92 -3.88 0.25
H 1.96 5.56 1.08
C 5.46 0.56 0.36
*
```

Summary:
**Energy**: -126275.8617 eV
**HOMO level (spin up / spin down)**: -2.96 / -4.79 eV
**HOMO-LUMO gap (spin up / spin down)**: 5.18 / 7.00 eV

Record 2
Density functional theory data (ωB97M-V with the def2-TZVPD basis set) for a structure of composition C31H31Br4IN2O2PtSb in a non-equilibrium geometry.

The geometry in ORCA input format:
```
! wB97M-V def2-TZVPD RIJCOSX def2/J DEFGRID3
* xyz 1 1
H 5.18 -1.35 1.07
H 5.49 0.82 0.64
H 2.77 3.30 1.61
N -2.30 3.11 4.92
H 4.72 -0.97 2.74
H 0.95 2.22 -6.41
C -7.13 -0.90 -0.97
H 2.65 -3.33 2.97
C 3.13 -1.82 1.53
H -1.62 -2.35 3.69
C -1.45 -1.51 -5.20
C 4.93 1.61 0.15
N -1.07 0.09 1.47
C 3.72 1.09 -0.58
C 4.58 -1.67 1.92
H 3.14 2.07 4.33
C 2.06 1.51 2.58
C -2.06 -2.23 -4.22
H -0.88 -1.96 1.35
C 0.46 2.14 -4.33
H -1.46 -1.85 -6.23
C -4.49 -1.06 0.04
O -3.95 0.74 -1.40
H -2.56 -2.36 -2.14
H 3.16 1.93 -1.01
C -6.18 -0.01 -1.42
C 1.87 2.93 2.08
H 1.64 3.59 2.92
Sb 2.20 0.12 0.80
C 2.27 -2.37 2.65
C -0.81 0.19 -3.57
H -1.38 2.12 1.74
H 5.60 2.08 -0.57
H 3.05 -2.47 0.66
C 3.25 1.37 3.50
O -3.31 -1.15 0.45
C -2.05 -1.77 -2.90
C -1.87 -0.26 4.11
C -1.45 -0.58 -2.57
H -0.19 0.10 -6.94
C -0.16 1.42 -3.35
Br -8.07 -3.10 0.61
Pt -1.73 0.15 -0.63
C -1.80 1.02 3.54
Br -6.57 1.28 -2.74
C -2.09 2.17 4.30
H 4.18 1.60 3.00
Br -5.00 -3.10 1.87
H 4.72 0.58 -2.40
H 3.31 0.37 3.92
H -2.17 -0.37 5.14
C -1.14 -1.13 2.01
H 4.67 2.37 0.88
H 1.24 -2.51 2.32
H 4.97 -2.64 2.23
C -1.42 1.14 2.20
C -0.17 0.47 -5.92
H 3.18 -0.26 -2.19
C -4.83 -0.04 -0.98
C -6.80 -1.85 0.02
C 0.46 1.65 -5.64
H 1.05 3.00 1.36
H 2.27 -1.71 3.52
H 4.61 -0.75 -1.27
C -0.80 -0.29 -4.92
C -1.55 -1.35 3.31
H -2.56 -3.16 -4.45
I -0.20 2.29 -1.37
H 0.93 3.08 -4.10
C -5.51 -1.89 0.52
C 4.07 0.10 -1.67
Br -8.87 -0.90 -1.69
H 1.16 1.18 3.09
*
```

Summary:
**Energy**: -337769.0636 eV
**HOMO level (spin up / spin down)**: -9.46 / -9.46 eV
**HOMO-LUMO gap (spin up / spin down)**: 3.38 / 3.42 eV

Record 3
Density functional theory data (ωB97M-V with the def2-TZVPD basis set) for a structure of composition C10H8As2CuF28O2 in a non-equilibrium geometry.

The geometry in ORCA input format:
```
! wB97M-V def2-TZVPD RIJCOSX def2/J DEFGRID3
* xyz -1 1
O 14.53 21.34 19.39
H 13.06 22.72 17.30
F 8.48 15.11 22.38
F 16.43 17.04 22.74
O 17.31 13.57 22.35
F 9.99 21.06 19.64
F 17.07 24.47 20.85
H 17.73 11.01 22.52
C 17.42 12.73 21.14
F 16.68 13.10 20.10
F 13.80 20.23 17.68
C 17.15 11.22 21.62
C 16.05 22.34 21.12
C 16.21 15.71 22.84
H 14.58 23.29 19.96
F 17.13 15.40 25.05
As 9.02 22.44 20.10
F 7.88 17.57 21.98
F 15.85 11.01 21.94
F 7.60 21.52 19.48
F 9.21 23.31 18.52
F 15.56 24.30 22.44
F 15.04 15.49 22.15
F 8.82 21.57 21.69
C 14.10 22.51 17.08
F 18.67 12.92 20.70
H 17.45 15.34 21.16
F 7.87 23.71 20.70
F 7.22 17.08 19.65
H 15.45 16.27 24.76
F 14.79 23.66 17.21
F 9.55 16.55 20.43
Cu 12.52 18.70 20.99
C 14.60 21.24 17.93
F 14.05 22.18 15.81
C 15.99 15.42 24.35
C 15.31 22.50 19.75
H 17.23 23.43 22.47
F 6.19 15.81 21.45
H 18.27 15.30 22.73
F 17.10 21.56 20.85
F 7.89 14.69 19.92
F 17.39 10.30 20.75
F 15.32 21.60 21.98
C 17.38 14.99 22.19
F 15.36 14.27 24.64
F 15.79 20.68 17.72
H 16.06 22.92 19.08
As 7.92 16.10 20.98
F 10.41 23.24 20.85
C 16.47 23.67 21.73
*
```

Summary:
**Energy**: -257005.3923 eV
**HOMO level**: -8.72 eV
**HOMO-LUMO gap**: 6.62 eV